1.
Computed, not measured: a cluster of 2 separate species, C4H12N3O in total in a non-equilibrium geometry, with ωB97M-V/def2-TZVPD.

Structure (XYZ):
```
20
Properties=species:S:1:pos:R:3
C -1.88602 -0.05598 -0.08330
C 2.32452 -1.09549 -0.15588
C 1.38940 0.96816 1.16324
C 1.55333 0.19894 -0.11227
N -3.08222 -0.53712 0.22199
N -1.91853 1.21280 -0.53428
N -0.79588 -0.67031 -0.07607
O 1.31249 0.75725 -1.16983
H 2.03565 -1.65289 -1.10856
H 3.39537 -1.00567 -0.29367
H 2.11757 -1.81762 0.70050
H 0.49323 1.41542 1.13359
H 2.26227 1.44467 1.24676
H 1.41122 0.38371 2.08522
H -3.87431 -0.14786 -0.04306
H -3.23718 -1.49614 0.42449
H -2.68406 1.76968 -0.12121
H -1.42802 1.51879 -1.33931
H -1.00724 -1.61981 0.11424
H 1.61842 0.42947 -2.05259
```

Summary:
HOMO energy: -13.0 eV
relative energy (zero: lowest compared OMol25 entry of this formula, charge and spin): 2.534 eV
E_LUMO: -3.8 eV
gap between HOMO and LUMO: 9.2 eV
E_tot: -10852.559 eV
spin multiplicity: 1
net charge: +1

---

2.
Computed, not measured: a structure of composition C4H12N3O3 in a non-equilibrium geometry, with ωB97M-V/def2-TZVPD.

Structure (XYZ):
```
22
Properties=species:S:1:pos:R:3
C -2.68556 0.25404 0.44383
C -0.62911 1.81231 -0.85139
C -0.62051 -1.43071 0.24132
C -1.15009 0.05328 0.52505
N -0.16095 0.80509 -0.25377
N 2.19583 -0.55532 -0.28758
N 2.17223 0.65859 -0.29973
O 3.09473 -1.30729 0.44075
O 0.01254 -1.74929 -1.02458
O 3.12428 1.23241 0.51773
H -2.85318 1.04032 1.19320
H -3.08025 -0.62213 0.63841
H -2.95600 0.58843 -0.58476
H 0.12058 2.39097 -1.46647
H -1.53720 2.30845 -0.83642
H 2.95365 2.12928 0.28626
H 0.12740 -1.72430 0.89092
H -1.43655 -2.27368 0.36807
H -1.07387 -0.03070 1.63679
H 1.11594 -1.12368 -0.82519
H -0.56958 -1.48178 -1.71196
H 3.83566 -0.97431 0.95951
```

Summary:
HOMO energy: -13.7 eV
relative energy (zero: lowest compared OMol25 entry of this formula, charge and spin): 7.028 eV
E_LUMO: -3.5 eV
gap between HOMO and LUMO: 10.2 eV
E_tot: -14941.714 eV
spin multiplicity: 1
net charge: +1

---

3.
Computed, not measured: a structure of composition C4H12N4 in a non-equilibrium geometry, with ωB97M-V/def2-TZVPD.

Structure (XYZ):
```
20
Properties=species:S:1:pos:R:3
C 1.65430 -0.09548 -1.69716
C -1.80459 -0.19127 1.76405
N -1.03340 -0.69245 0.63872
N 1.08319 -0.05059 -0.36462
C -0.56201 0.17921 -0.28557
N 1.78287 0.90256 0.43660
N -0.17046 -1.75977 0.99579
C -1.17998 0.98137 -1.13923
H 1.77995 0.57564 1.39909
H 1.31188 1.80828 0.41855
H 0.92168 -1.24671 0.52003
H -0.31963 -2.47528 0.28676
H 1.62435 0.88076 -2.19205
H 2.69723 -0.41182 -1.63753
H -2.41683 -1.00890 2.14424
H -1.14817 0.14869 2.57293
H 1.08549 -0.80605 -2.29469
H -2.42590 0.64200 1.44455
H -2.25675 1.03170 -1.17610
H -0.62322 1.58814 -1.83435
```

Summary:
HOMO energy: -7.8 eV
relative energy (zero: lowest compared OMol25 entry of this formula, charge and spin): 4.575 eV
E_LUMO: 0.9 eV
gap between HOMO and LUMO: 8.7 eV
E_tot: -10298.697 eV
spin multiplicity: 1

---

4.
Computed, not measured: a cluster of 2 separate species, C4H12N4 in total in a non-equilibrium geometry, with ωB97M-V/def2-TZVPD.

Structure (XYZ):
```
20
Properties=species:S:1:pos:R:3
C -0.61585 1.21250 0.65992
C -1.90025 0.90491 -0.02125
C 1.29289 -0.75473 -1.15099
N 1.34579 -0.25341 0.21008
N 2.06331 -1.18255 0.99143
N 0.34710 1.99249 0.19548
C -2.30636 -0.56821 0.01531
N -1.62123 -1.56670 0.36044
H -0.48393 0.83859 1.66672
H 2.93084 -1.49400 0.54958
H 2.27864 -0.76184 1.88729
H 0.17049 2.36997 -0.73073
H 1.27173 1.24811 0.20440
H -0.66611 -1.30270 0.62978
H -1.87691 1.23278 -1.06749
H -2.71598 1.46936 0.45297
H -3.34142 -0.74295 -0.29086
H 0.66739 -0.08600 -1.74553
H 0.86887 -1.76570 -1.19652
H 2.29100 -0.78993 -1.62001
```

Summary:
HOMO energy (alpha / beta): -6.8 / -6.8 eV
relative energy (zero: lowest compared OMol25 entry of this formula, charge and spin): 4.512 eV
E_LUMO (alpha / beta): 0.4 / 0.4 eV
gap between HOMO and LUMO (alpha / beta): 7.3 / 7.3 eV
E_tot: -10298.760 eV
spin multiplicity: 1

---

5.
Computed, not measured: a structure of composition C4H12N4O in a non-equilibrium geometry, with ωB97M-V/def2-TZVPD.

Structure (XYZ):
```
21
Properties=species:S:1:pos:R:3
C 0.60991 -0.58998 2.62058
C -0.36208 -1.15259 1.61384
C 0.64657 -0.44436 -0.21621
C -0.95646 2.01866 -1.86901
H -0.03601 -0.62836 3.86632
H 0.70479 0.53546 2.36698
H 1.65882 -1.41423 2.49667
H -0.18526 -2.31316 1.45285
H -1.33549 -1.23058 2.25938
H -1.78192 -1.26867 -0.58910
H 1.83802 -1.34493 1.19770
H 1.33502 -0.09292 -2.04129
H 0.71538 2.10744 -0.29157
H -2.02376 1.79329 -1.15352
H -0.88324 0.86917 -2.81304
H -0.46897 3.33589 -2.16538
N -0.52268 -0.34668 0.40243
N 1.74262 -0.97668 0.16419
N 0.47320 0.17256 -1.53921
N 0.41270 1.66339 -1.43338
O -1.73824 -0.36586 -0.07992
```

Summary:
HOMO energy: -8.7 eV
relative energy (zero: lowest compared OMol25 entry of this formula, charge and spin): 12.474 eV
E_LUMO: 0.6 eV
gap between HOMO and LUMO: 9.3 eV
E_tot: -12338.834 eV
spin multiplicity: 1

---

6.
Computed, not measured: a cluster of 2 separate species, C4H12N4S in total in a non-equilibrium geometry, with ωB97M-V/def2-TZVPD.

Structure (XYZ):
```
21
Properties=species:S:1:pos:R:3
C 2.53374 0.33193 0.22722
C -1.19726 1.13526 -0.60395
C -1.49362 -1.08969 0.37034
C 3.33079 -1.99752 -0.01826
N 2.25743 1.58341 0.42668
N -1.66868 0.28163 0.34660
N -1.62852 2.35164 -0.79543
N 2.58284 -0.78355 -0.05510
S -2.66446 0.95740 1.66695
H -1.89240 -1.45643 -0.61197
H -0.45914 -1.31505 0.41180
H -2.00992 -1.57029 1.16647
H 4.27411 -1.63078 -0.26910
H 3.07854 -2.55790 -0.85385
H 3.10029 -2.52631 1.01418
H 2.31314 2.15808 -0.38524
H 2.24773 1.93532 1.36565
H -1.47917 2.84693 -1.73735
H -2.42921 2.71273 -0.11627
H -0.69439 0.65682 -1.37704
H -3.70100 0.09282 1.80088
```

Summary:
HOMO energy: -16.7 eV
relative energy (zero: lowest compared OMol25 entry of this formula, charge and spin): 1.386 eV
E_LUMO: -7.1 eV
gap between HOMO and LUMO: 9.6 eV
E_tot: -21119.328 eV
spin multiplicity: 1
net charge: +2

---

7.
Computed, not measured: a cluster of 2 separate species, C4H12N5S in total in a non-equilibrium geometry, with ωB97M-V/def2-TZVPD.

Structure (XYZ):
```
22
Properties=species:S:1:pos:R:3
C 0.37497 2.32759 -0.97980
C -1.05088 -1.68156 1.87523
C -0.42158 0.24659 -1.83812
C 0.70786 -0.28357 1.16138
N -0.90636 1.55398 -1.45509
N -0.52288 -0.34981 1.60267
N 1.39891 1.28633 -1.07551
N 0.03099 -2.56027 1.43325
N 0.70539 0.04458 -1.01770
S 1.46997 -1.81666 1.20557
H 0.62064 3.23885 -1.60530
H 0.29917 2.61414 0.04393
H -1.22808 -1.92196 2.90302
H -1.97453 -1.97082 1.27672
H -1.22182 -0.50259 -1.47422
H -0.22010 0.35237 -2.95004
H 1.31737 0.61126 1.26299
H -1.53196 1.40138 -0.74272
H -1.06040 0.38904 1.99750
H 1.84787 1.14062 -2.05152
H 0.01906 -3.44501 1.75774
H 1.34639 -0.67448 -1.32995
```

Summary:
HOMO energy: -12.3 eV
relative energy (zero: lowest compared OMol25 entry of this formula, charge and spin): 2.515 eV
E_LUMO: -3.5 eV
gap between HOMO and LUMO: 8.8 eV
E_tot: -22618.202 eV
spin multiplicity: 1
net charge: +1

---

8.
Computed, not measured: a cluster of 2 separate species, C4H12NO in total in a non-equilibrium geometry, with ωB97M-V/def2-TZVPD.

Structure (XYZ):
```
18
Properties=species:S:1:pos:R:3
C 1.31285 0.10552 1.16462
C -0.22255 0.20412 1.31185
C -0.75835 -0.70957 0.23330
C -1.14420 -2.04120 0.36618
N -1.10128 0.04040 -0.99221
H 1.79922 0.78860 1.94832
H 1.55420 -0.97906 1.27088
H 1.82294 0.48824 0.29981
H -0.45872 0.02233 2.34170
H -0.81252 1.13929 1.01617
H -1.19218 -2.62126 1.35992
H -1.56261 -2.65209 -0.34683
H -1.84214 0.77194 -0.82030
H -1.30293 -0.40410 -1.86577
H -0.14960 0.56987 -1.12912
H 1.71505 1.70151 -1.37054
H 1.23609 2.10203 -2.78766
O 1.10673 1.47343 -2.00032
```

Summary:
HOMO energy: -14.1 eV
relative energy (zero: lowest compared OMol25 entry of this formula, charge and spin): 2.317 eV
E_LUMO: -3.4 eV
gap between HOMO and LUMO: 10.7 eV
E_tot: -7871.974 eV
spin multiplicity: 1
net charge: +1